1.
The following is a quantum chemistry calculation of a 14-piece molecular cluster, C60H140B6F24N8O4 overall, from the Open Molecules 2025 dataset.

Structure (XYZ):
```
242
C60H140B6F24N8O4 (ωB97M-V/def2-TZVPD)
C -5.26143 5.62970 -1.52495
C -6.11356 4.33724 -1.54954
C -5.19548 3.13051 -1.71819
C -4.35048 2.78972 -0.49210
C -5.29510 2.40750 0.66720
C -6.28064 3.52234 0.98700
N -6.96552 4.04468 -0.28713
O -8.04852 4.27061 -0.29792
C -5.46772 4.64536 1.72056
C -7.38224 3.01631 1.90438
C -7.13654 4.37048 -2.68096
H -4.92502 5.69860 -2.52698
H -4.43711 5.43452 -0.85312
H -5.89579 6.48815 -1.20541
H -4.54731 3.22926 -2.56713
H -5.72170 2.23546 -2.02843
H -3.71818 3.64893 -0.24345
H -3.78466 1.89091 -0.74360
H -4.80961 2.12877 1.60899
H -5.91649 1.57357 0.38170
H -5.39592 4.27788 2.71245
H -6.10018 5.55239 1.56831
H -4.48693 4.84189 1.30411
H -8.00401 3.85294 2.33186
H -6.77087 2.56387 2.71499
H -7.98826 2.35422 1.34877
H -8.00277 5.01044 -2.54422
H -7.56599 3.35792 -2.85796
H -6.57480 4.71652 -3.57467
C 0.94753 -0.01372 -5.41103
C 2.17497 -0.95892 -5.57896
C 2.37696 -1.63092 -4.22576
N 3.67210 -2.45130 -4.05645
C 4.92833 -1.62058 -4.13718
C 5.10949 -0.73813 -2.89736
C 5.08503 -1.49194 -1.59656
C 3.79658 -2.32160 -1.48982
C 3.56555 -3.22210 -2.66008
C 3.74245 -3.57656 -5.10828
H 0.10147 -0.65242 -5.15852
H 0.86579 0.53267 -6.36843
H 1.04696 0.75275 -4.68985
H 3.06479 -0.39354 -5.89646
H 2.10091 -1.75482 -6.30468
H 1.58093 -2.37383 -4.13060
H 2.33920 -0.92042 -3.43764
H 4.87756 -1.17480 -5.11659
H 5.75647 -2.34934 -4.07632
H 4.30043 0.03852 -2.76846
H 6.01850 -0.13511 -3.06043
H 5.19582 -0.84189 -0.73244
H 5.86817 -2.24143 -1.69698
H 2.95690 -1.64572 -1.25095
H 3.90359 -2.94203 -0.57518
H 2.56337 -3.65247 -2.66361
H 4.34494 -3.97968 -2.77142
H 4.52492 -4.26090 -4.88596
H 3.78728 -3.11048 -6.07641
H 2.79055 -4.08316 -4.97347
C -0.07812 7.10163 1.63968
C 0.25119 6.40459 0.27094
C 1.74912 6.66974 -0.01978
N 2.26441 5.89978 -1.30383
C 1.62454 6.60215 -2.51788
C 2.01501 5.84139 -3.80409
C 3.51513 5.75769 -4.01637
C 4.26799 5.33169 -2.71361
C 3.70868 6.07506 -1.47265
C 1.89986 4.41063 -1.18104
H 0.52653 6.63336 2.41996
H -1.08783 6.86067 1.90009
H 0.08175 8.19840 1.69522
H -0.32109 6.81869 -0.54318
H -0.04282 5.38240 0.36937
H 2.39246 6.44431 0.78091
H 1.79836 7.72538 -0.14012
H 2.03918 7.60051 -2.52878
H 0.57221 6.64724 -2.38693
H 1.61360 6.39312 -4.65841
H 1.49865 4.85804 -3.82446
H 3.86994 6.80426 -4.23160
H 3.74668 5.19263 -4.92827
H 5.34069 5.52953 -2.79894
H 4.22510 4.27025 -2.59282
H 3.96872 7.12692 -1.50141
H 4.14332 5.58860 -0.59612
H 2.56893 3.84901 -1.80216
H 0.91921 4.24945 -1.58978
H 1.91507 4.18303 -0.15125
C -0.62303 -10.48752 -0.88974
C 0.22974 -9.26954 -0.49941
C -0.46329 -8.63807 0.71147
N -0.04193 -7.21820 1.04081
C -0.56483 -6.98731 2.52530
C 0.05900 -5.67589 3.16508
C 1.58544 -5.55527 2.97674
C 2.07495 -5.80431 1.54816
C 1.49672 -7.17289 1.05134
C -0.70951 -6.25102 0.06897
H -1.63438 -10.19506 -1.21357
H -0.76288 -11.11410 -0.05375
H -0.19231 -11.05541 -1.73969
H 0.29478 -8.55233 -1.35363
H 1.24462 -9.51295 -0.26463
H -0.09239 -9.28068 1.52139
H -1.55483 -8.70579 0.70848
H -0.25428 -7.81855 3.15711
H -1.64928 -6.81796 2.44709
H -0.11519 -5.72263 4.21609
H -0.39249 -4.79461 2.71529
H 2.12976 -6.29962 3.54882
H 1.98722 -4.61344 3.41543
H 3.14862 -5.83443 1.47997
H 1.71492 -5.05726 0.84285
H 1.78242 -7.97697 1.69373
H 1.70415 -7.42081 0.03822
H -1.74777 -6.58758 -0.05064
H -0.08430 -6.16545 -0.83414
H -0.68462 -5.29245 0.61283
C -6.09092 -2.74057 -8.02077
C -5.38923 -3.07987 -6.75553
C -4.28296 -2.07792 -6.49531
N -3.42485 -2.41688 -5.24101
C -2.31707 -1.37069 -5.08486
C -2.89115 0.02102 -4.71516
C -3.69501 -0.15017 -3.40410
C -4.83718 -1.11204 -3.52913
C -4.35844 -2.51627 -3.95708
C -2.67875 -3.76821 -5.43971
H -5.38679 -2.51001 -8.82757
H -6.70621 -1.82475 -7.93191
H -6.69423 -3.61880 -8.28732
H -4.87821 -4.04893 -6.87926
H -6.04184 -3.22609 -5.91146
H -4.63589 -1.05580 -6.37666
H -3.54269 -2.15860 -7.28809
H -1.84151 -1.36634 -6.03589
H -1.75326 -1.71552 -4.25044
H -3.60429 0.38260 -5.53418
H -2.23963 0.85264 -4.51183
H -4.03713 0.84434 -3.08372
H -2.99108 -0.46184 -2.59866
H -5.58557 -0.80475 -4.24907
H -5.38438 -1.25054 -2.58001
H -5.22581 -3.08914 -4.21572
H -3.67381 -2.91685 -3.25490
H -3.27087 -4.59891 -5.07923
H -1.72720 -3.69947 -4.92637
H -2.58842 -3.90068 -6.53017
C 1.37272 -0.72528 0.48504
N 0.07041 -0.50521 1.29938
C -0.17303 -1.82449 2.24198
C 0.31624 0.72038 2.12756
C -1.10002 -0.30138 0.35862
C -0.78277 0.62612 -0.84334
O -0.55350 1.99693 -0.40710
H 1.63369 0.18858 -0.01746
H 1.19493 -1.60432 -0.15229
H 2.17198 -1.05532 1.23036
H -0.99822 -1.59673 2.90203
H 0.73589 -2.06971 2.84072
H -0.43181 -2.53060 1.46918
H 0.70425 1.51840 1.49968
H 1.03422 0.50629 2.94428
H -0.59613 0.99461 2.58955
H -1.85465 0.16375 0.96478
H -1.50621 -1.24918 0.00044
H -1.64112 0.59352 -1.51730
H 0.01961 0.26210 -1.47866
H -1.22058 2.53880 -0.82932
C -0.41925 0.65085 8.60571
N -1.49473 1.07497 7.66016
C -2.49209 -0.05735 7.69479
C -2.13058 2.35053 8.16762
C -0.89707 1.07557 6.20353
C -0.40072 2.41581 5.73631
O 0.44182 3.10011 6.76883
H -0.90226 0.49058 9.56714
H 0.43486 1.32093 8.62049
H -0.06780 -0.29135 8.15070
H -3.43720 0.30724 7.33004
H -2.47374 -0.38420 8.71957
H -2.15821 -0.93046 7.09834
H -2.88783 2.59178 7.45550
H -1.39695 3.15581 8.21751
H -2.56734 2.11428 9.10145
H -1.70450 0.86357 5.52268
H -0.24131 0.20365 6.08998
H -1.25982 3.08517 5.44212
H 0.23922 2.30803 4.83422
H 0.86719 3.74870 6.18668
C 6.74570 2.63926 2.58478
N 6.65393 1.35808 3.44280
C 5.98508 1.74362 4.69667
C 5.82101 0.30182 2.72043
C 8.07120 0.95178 3.66678
C 8.24570 -0.54205 4.06933
O 7.65195 -0.70738 5.34817
H 5.79642 3.13936 2.74402
H 6.93769 2.49775 1.53699
H 7.46161 3.28806 3.08043
H 4.99321 2.09532 4.42086
H 6.46551 2.63519 5.14953
H 5.99727 0.87303 5.36899
H 6.34361 -0.04484 1.84935
H 4.84533 0.76469 2.55587
H 5.71051 -0.53951 3.39442
H 8.57673 1.56745 4.39794
H 8.47716 1.11938 2.70789
H 9.28702 -0.81530 4.19403
H 7.74532 -1.21196 3.38306
H 7.59278 -1.63024 5.51087
B -2.20120 3.89126 -3.15940
F -2.22554 3.96765 -1.76486
F -2.48299 2.52950 -3.51315
F -3.16855 4.70063 -3.75935
F -0.89403 4.14354 -3.59221
B -3.73595 1.51158 3.79000
F -3.71627 1.16941 5.18501
F -4.81873 0.89741 3.11354
F -3.87415 3.01119 3.68039
F -2.49480 1.21214 3.25596
B 2.46929 3.71677 2.69357
F 3.57166 4.39789 2.06054
F 2.87900 2.37470 2.93863
F 2.19092 4.38468 3.94534
F 1.33162 3.70174 1.81974
B -0.45587 -3.37276 -2.18584
F -1.61606 -3.98138 -1.72392
F -0.04747 -3.96614 -3.40060
F -0.71071 -1.98564 -2.53105
F 0.60317 -3.47516 -1.22604
B 4.66416 -3.10748 2.33355
F 5.27518 -2.30658 3.39732
F 5.62384 -3.18531 1.26829
F 4.25420 -4.30941 2.87947
F 3.47997 -2.43156 1.87350
B -0.22224 -3.22219 5.58995
F -0.10137 -1.82110 5.93889
F 0.31490 -4.02194 6.56527
F -1.58785 -3.37116 5.27796
F 0.50175 -3.37713 4.42252
```

As for the charge: +2. As for the spin multiplicity: 1. The HOMO energy comes out at -0.4754 Ha. The electronic energy comes out at -153900.6573 eV.

2.
The following is a quantum chemistry calculation of C23H21BClF4MnN8O4P as an isolated structure, from the Open Molecules 2025 dataset.

Structure (XYZ):
```
64
C23H21BClF4MnN8O4P (ωB97M-V/def2-TZVPD)
Mn 0.35858 0.76310 0.93152
C -0.88871 -4.50186 1.96042
N -0.05625 -3.35232 1.65374
C 1.31297 -3.33068 1.65212
C 1.68507 -2.04819 1.37772
N 0.55951 -1.28219 1.20909
C -0.47447 -2.09192 1.38223
P -2.19866 -1.55494 1.26703
C -2.01118 -0.58651 -0.26192
N -1.16600 0.42295 -0.40469
C -1.40043 0.95442 -1.64391
C -2.39122 0.24651 -2.25488
N -2.77275 -0.72883 -1.37162
C -3.83006 -1.70198 -1.58858
C -2.05140 -0.15853 2.42174
N -1.05358 0.70601 2.39133
C -1.25780 1.60243 3.39512
C -2.40478 1.26531 4.05342
N -2.90037 0.14641 3.43334
C -4.14321 -0.52548 3.76958
H -0.27297 -5.39571 1.91123
H -1.69479 -4.59001 1.23486
H -1.31222 -4.41905 2.96057
H 1.89366 -4.21237 1.85857
H 2.66992 -1.62460 1.31380
H -0.84738 1.80169 -2.00646
H -2.84968 0.34499 -3.22298
H -4.06767 -1.71995 -2.64856
H -4.72454 -1.43643 -1.02665
H -3.49729 -2.69303 -1.28867
H -0.56554 2.40844 3.56462
H -2.90452 1.71049 4.89557
H -4.36666 -0.34394 4.81756
H -4.03994 -1.59683 3.61438
H -4.96491 -0.15136 3.15968
O 2.81805 5.76306 -0.90021
C 3.14143 4.89516 -1.83442
O 3.89054 5.16482 -2.74173
C 2.54708 3.52395 -1.72011
C 2.77223 2.48868 -2.60316
Cl 3.82728 2.42974 -3.93277
N 2.06917 1.40316 -2.18588
N 1.40211 1.69321 -1.04784
C 1.66851 2.95017 -0.76821
C 0.95561 3.53261 0.41882
O 1.09873 4.73177 0.67771
O 0.20054 2.72851 1.03867
C 1.81074 0.16170 -2.83388
C 1.56621 -0.94393 -2.03378
C 1.24476 -2.16002 -2.61174
C 1.17084 -2.28201 -3.99268
C 1.41643 -1.17044 -4.78474
C 1.73150 0.05513 -4.21584
H 2.17189 5.38002 -0.22095
H 1.63840 -0.84585 -0.96305
H 1.07182 -3.01675 -1.97236
H 0.93004 -3.23301 -4.44917
H 1.35599 -1.24631 -5.86260
H 1.88636 0.91413 -4.85092
F 1.57466 1.19985 2.90634
B 2.89687 0.96683 2.41706
F 3.44376 -0.15082 3.02389
F 3.68175 2.07885 2.52047
F 2.64598 0.66173 1.01279
```

Its energy above the lowest of the compared OMol25 structures with the same formula, charge and spin is 71.4 kJ/mol. As for the spin multiplicity: 2. Its expectation value of S² is 0.98. The HOMO energy (spin up / spin down) comes out at -0.3099 / -0.2877 Ha. The electronic energy comes out at -108989.2329 eV.

3.
The following is a quantum chemistry calculation of C22H26F5MgN2OSSi2 as an isolated structure, from the Open Molecules 2025 dataset.

Structure (XYZ):
```
60
C22H26F5MgN2OSSi2 (ωB97M-V/def2-TZVPD)
Mg 0.64704 -0.12408 -0.15206
O 2.22932 -0.83233 -0.79233
C 3.02027 -0.60651 -1.78140
C 4.26709 -1.27994 -1.86415
C 5.13616 -1.09316 -2.91033
C 4.81075 -0.22144 -3.95320
C 3.61313 0.45582 -3.90143
C 2.70928 0.29851 -2.84228
C 1.47865 1.07593 -2.81431
N 0.56318 1.11672 -1.85552
C -0.39802 2.01873 -2.23715
C -0.08453 2.53007 -3.45295
N 1.09897 1.92463 -3.81068
H 4.50656 -1.94930 -1.04713
H 6.08225 -1.62145 -2.92450
H 5.49251 -0.07014 -4.78003
H 3.37241 1.13357 -4.71366
H -1.24746 2.23541 -1.61259
H -0.57109 3.25583 -4.07938
H 1.61351 2.11140 -4.64868
F -0.68419 4.20025 6.13195
C -0.15381 3.68440 5.01724
C 0.16134 4.49453 3.94179
F -0.06316 5.81368 4.02627
C 0.69631 3.94824 2.79434
F 0.96271 4.78046 1.78419
C 0.96718 2.57663 2.64841
S 1.67996 1.95291 1.21399
C 0.63827 1.79863 3.76790
F 0.85418 0.47998 3.73301
C 0.09090 2.32728 4.91824
F -0.20929 1.53691 5.95888
C 0.84303 -2.53067 2.20255
Si -0.91064 -2.17566 1.57380
C -1.66900 -0.79939 2.63552
C -1.89634 -3.78065 1.86501
C -0.85501 -1.65365 -0.20320
Si -2.42623 -1.18206 -1.04233
C -3.85365 -2.42872 -0.83886
C -3.14388 0.46654 -0.40684
C -2.17052 -1.03317 -2.92363
H 0.85734 -2.77258 3.26772
H 1.49443 -1.66438 2.04844
H 1.27295 -3.37259 1.65453
H -1.40110 -0.91098 3.68857
H -2.75959 -0.79752 2.56011
H -1.30948 0.18117 2.30860
H -1.77873 -4.17323 2.87963
H -1.55939 -4.55390 1.16927
H -2.96351 -3.62770 1.68925
H -0.38191 -2.45758 -0.78402
H -4.18319 -2.46665 0.20292
H -3.53730 -3.43830 -1.11542
H -4.72427 -2.17156 -1.44992
H -3.90894 0.28909 0.35246
H -3.60412 1.03902 -1.21592
H -2.36992 1.08768 0.05271
H -2.06087 -2.02358 -3.37424
H -1.26633 -0.46581 -3.14980
H -3.01421 -0.53536 -3.40933
```

As for the charge: -1. Its energy above the lowest of the compared OMol25 structures with the same formula, charge and spin is 67.9 kJ/mol. As for the spin multiplicity: 1. The HOMO energy comes out at -0.1749 Ha. The electronic energy comes out at -73893.2591 eV.

4.
The following is a quantum chemistry calculation of C8H15IrN4OS as an isolated structure, from the Open Molecules 2025 dataset.

Structure (XYZ):
```
30
C8H15IrN4OS (ωB97M-V/def2-TZVPD)
Ir 0.65645 -8.52676 7.89980
N -1.37228 -8.41916 8.00699
C -1.57282 -7.30849 8.98278
C -0.76304 -6.09233 8.46927
N 0.52387 -6.49075 7.99156
H -1.73814 -8.16887 7.03526
H -1.87775 -9.31336 8.22520
H -1.05279 -7.56996 9.89680
H -2.62503 -7.12246 9.24110
H -0.59978 -5.47299 9.36196
H -1.38445 -5.42945 7.82716
H 1.23856 -6.26757 8.76820
H 0.81674 -6.04291 7.09873
O 3.11814 -6.66936 9.35575
S 3.70012 -7.68661 8.34725
N 2.55201 -8.61062 7.85197
C 1.23158 -14.39036 6.04496
C 0.63868 -13.02883 6.61322
C 0.73247 -12.73052 8.01107
C 0.58106 -11.43081 8.50279
N 0.34202 -10.40523 7.62527
C 0.20708 -10.61131 6.26286
C 0.39787 -11.87549 5.76011
H 2.18381 -14.11281 5.61042
H 0.49506 -14.65608 5.29953
H 1.34663 -15.17091 6.75585
H 1.01196 -13.55224 8.71353
H 0.62188 -11.06132 9.51809
H 0.00155 -9.75825 5.62839
H 0.39271 -11.95271 4.68014
```

As for the charge: +3. Its energy above the lowest of the compared OMol25 structures with the same formula, charge and spin is 141.5 kJ/mol. As for the spin multiplicity: 6. Its expectation value of S² is 8.82. The HOMO energy (spin up / spin down) comes out at -0.6241 / -0.7505 Ha. The electronic energy comes out at -30182.6754 eV.

5.
The following is a quantum chemistry calculation of a single C4H6N2 molecule, from the Open Molecules 2025 dataset.

Structure (XYZ):
```
12
C4H6N2 (ωB97M-V/def2-TZVPD)
C 1.53438 -0.32070 -1.42396
C 0.65820 0.35894 -0.43524
C 0.30278 -0.16327 1.07814
C -1.16014 -0.11990 0.72097
H 0.84232 1.43635 -0.34440
H 0.54742 -1.17219 1.17529
H 0.65143 0.46685 1.86145
H -1.76011 -0.93165 0.93785
H -1.81887 0.77376 0.97277
H -1.32815 0.48432 -1.49215
N 2.27345 -0.72785 -2.26845
N -0.74271 -0.08463 -0.78225
```

Its energy above the lowest of the compared OMol25 structures with the same formula, charge and spin is 236.3 kJ/mol. As for the spin multiplicity: 1. Its SMILES is N#C[C@@H]1CCN1. The HOMO energy comes out at -0.3534 Ha. The electronic energy comes out at -7223.1420 eV.

6.
The following is a quantum chemistry calculation of a 2-piece molecular cluster, C22H17BF2N2O6P overall, from the Open Molecules 2025 dataset.

Structure (XYZ):
```
51
C22H17BF2N2O6P (ωB97M-V/def2-TZVPD)
O -5.65410 4.21663 -2.45072
C -4.75083 4.32589 -3.28613
F -4.91512 3.61048 -4.51815
N -3.55331 5.16651 -3.12318
C -2.77950 5.30857 -4.36578
O -1.59342 4.98034 -4.51590
F -3.45990 5.82273 -5.51589
P -2.56070 4.69502 -1.74389
C -1.05188 5.79796 -1.49854
B 0.37306 5.00364 -1.42828
O 1.29098 5.19700 -2.54000
O 0.80545 4.17041 -0.34345
C -2.06288 2.84933 -1.77016
C -2.20879 2.12731 -3.13131
C -1.76165 0.61131 -3.16595
C -1.20958 0.00440 -1.82649
C -1.19871 0.95558 -0.58369
N -1.60534 2.32121 -0.52370
H -3.38947 4.87711 -0.56790
H -1.19305 6.39808 -0.53006
H -1.00271 6.50836 -2.40934
H 1.48244 4.33021 -2.96358
H 1.59558 3.64715 -0.63137
H -2.60318 2.56859 -4.10268
H -1.80052 -0.00900 -4.13025
H -0.83011 -1.06290 -1.71692
H -0.81151 0.49609 0.40341
C 4.49382 -1.97400 0.72157
C 5.31833 -2.76838 1.51523
C 4.76109 -3.70367 2.38058
C 3.37495 -3.83904 2.46360
C 2.54865 -3.02677 1.68690
C 3.11170 -2.10109 0.80643
C 1.07581 -3.12615 1.80188
O 0.35114 -2.41753 1.11922
C 0.49500 -4.09024 2.76210
C -0.89029 -4.15501 2.92341
C -1.44567 -5.06768 3.81429
C -0.62131 -5.92479 4.53998
C 0.75940 -5.85967 4.38636
C 1.32058 -4.93528 3.50399
C 2.79208 -4.84980 3.37446
O 3.51415 -5.59590 4.01186
H 4.92978 -1.25064 0.03970
H 6.39663 -2.65983 1.45762
H 5.40892 -4.32342 2.99267
H 2.47459 -1.47540 0.18934
H -1.53904 -3.49247 2.35895
H -2.52261 -5.11271 3.94189
H -1.05555 -6.64161 5.22959
H 1.39660 -6.52695 4.95829
```

As for the charge: +1. As for the spin multiplicity: 1. The HOMO energy comes out at -0.4201 Ha. The electronic energy comes out at -53746.8927 eV.